## 1
# C7H9N3O2

2 unconnected molecules or ions with the total composition C7H9N3O2 (ωB97M-V/def2-TZVPD, the Open Molecules 2025 dataset).

Each line ends with the Löwdin charge.
Element x y z (Å)
C1 1.93 -2.12 -0.12  -0.012
C2 1.83 -0.63 0.11  -0.352
C3 2.73 0.39 -0.29  -0.008
C4 2.08 1.52 0.05  -0.120
C5 -2.41 1.83 -0.37  -0.033
C6 -2.14 0.39 -0.06  -0.355
C7 -2.25 -0.36 1.04  -0.088
H1 0.93 -2.54 -0.23  0.060
H2 2.43 -2.63 0.72  0.083
H3 2.49 -2.36 -1.03  0.079
H4 3.69 0.21 -0.76  0.116
H5 2.31 2.58 -0.04  0.130
H6 -2.98 2.30 0.44  0.081
H7 -1.46 2.37 -0.51  0.075
H8 -3.00 1.88 -1.30  0.082
H9 -2.53 -0.18 2.06  0.133
N1 0.78 -0.12 0.65  0.104
N2 -1.64 -1.66 -0.62  0.030
N3 -1.79 -0.49 -1.06  0.060
O1 0.90 1.24 0.61  -0.029
O2 -1.90 -1.61 0.72  -0.038

Output
Structure (SMILES) = Cc1ccon1.Cc1conn1
E_HOMO = -9.65 eV

## 2
# C7H9N3O2

2 unconnected molecules or ions with the total composition C7H9N3O2 (ωB97M-V/def2-TZVPD, the Open Molecules 2025 dataset).

Each line ends with the Löwdin charge.
Element x y z (Å)
C1 -1.44 0.89 -0.20  -0.390
C2 -2.83 0.68 -0.76  -0.107
C3 -3.31 -0.56 -0.07  -0.107
C4 -2.43 -1.06 0.78  -0.094
C5 -1.19 -0.18 0.88  -0.106
C6 3.06 0.54 0.07  -0.408
C7 3.86 -0.58 -0.03  -0.073
H1 -3.45 1.55 -0.55  0.127
H2 -2.77 0.59 -1.85  0.121
H3 -4.28 -1.00 -0.26  0.103
H4 -2.59 -1.95 1.39  0.105
H5 -0.24 -0.68 0.72  0.083
H6 -1.10 0.30 1.87  0.135
H7 3.05 2.46 0.15  0.114
H8 4.90 -0.70 0.23  0.109
H9 1.12 -1.52 -0.99  0.154
N1 3.09 -1.56 -0.53  0.060
N2 1.92 -1.00 -0.66  -0.089
N3 1.85 0.29 -0.34  0.138
O1 -0.68 1.77 -0.51  0.074
O2 3.45 1.73 0.66  0.050

Output
Structure (SMILES) = Oc1cn[nH]n1.O=C1CC=CC1
E_HOMO = -9.43 eV

It turns out 2 is the most stable, with the second structure 33.6 kcal/mol higher.